(1)
The following is a quantum chemistry calculation of a 2-piece molecular cluster, C5H6F5I overall in a non-equilibrium geometry, from the Open Molecules 2025 dataset.

Each line ends with the Mulliken charge.
Cartesian coordinates (Å):
F1 1.51727 1.70183 -0.97333  -0.253
C1 0.29595 1.48134 -0.42767  0.576
F2 0.24463 2.03934 0.75511  -0.231
C2 -0.64919 2.43168 -1.31131  0.222
F3 -0.96845 1.87090 -2.47607  -0.227
F4 -1.77484 2.70560 -0.71696  -0.230
I1 0.26657 4.25404 -1.83485  0.098
H1 0.01284 0.38559 -0.57334  0.024
C3 1.44254 -1.46557 0.99608  -0.642
C4 0.35069 -1.86362 0.39713  0.506
C5 -1.02260 -2.05692 1.01077  -1.119
F5 0.34619 -2.01267 -0.97512  -0.295
H2 1.34069 -1.54976 2.08323  0.231
H3 2.41562 -1.45808 0.52588  0.328
H4 -1.34634 -1.18080 1.44910  0.306
H5 -1.65480 -2.47385 0.25597  0.373
H6 -0.81678 -2.80905 1.81539  0.333

Forces on atoms 1 to 2 (eV/Å):
F 0.4823 -0.8793 0.4484
C -1.3139 0.8727 -3.5038

The structure (SMILES) is FC(F)C(F)(F)I.C=C(C)F. For the gap between HOMO and LUMO, the calculation gives 10.37 eV. The value obtained for the HOMO energy is -9.896 eV. The value obtained for the energy relative to the best compared isomer or geometry (same formula, charge and spin) is 102.0 kJ/mol. The LUMO energy is 0.5 eV.


(2)
The following is a quantum chemistry calculation of a 4-piece molecular cluster, H8O4 overall in a non-equilibrium geometry, from the Open Molecules 2025 dataset.

Each line ends with the Mulliken charge.
Cartesian coordinates (Å):
O1 -1.42414 -0.62108 1.43267  -0.732
H1 -1.90234 -1.43157 1.50995  0.315
H2 -1.69119 -0.36493 0.50251  0.397
O2 1.62864 0.24503 -1.33701  -0.755
H3 1.66420 0.30428 -0.35900  0.442
H4 2.30689 0.78423 -1.77690  0.308
O3 1.02072 0.41284 1.11231  -0.709
H5 0.08614 0.06473 1.14675  0.408
H6 1.49665 0.07616 1.86276  0.307
O4 -1.23274 -0.12478 -1.17164  -0.677
H7 -1.66435 0.57496 -1.63844  0.326
H8 -0.28850 0.08012 -1.28396  0.369

Forces on atoms 1 to 2 (eV/Å):
O -0.6352 0.9436 -1.1548
H -0.2276 -1.0458 0.5541

The structure (SMILES) is O.O.O.O. For the gap between HOMO and LUMO, the calculation gives 11.98 eV. The value obtained for the HOMO energy is -11.102 eV. The value obtained for the energy relative to the best compared isomer or geometry (same formula, charge and spin) is 39.8 kJ/mol. The LUMO energy is 0.9 eV.


(3)
The following is a quantum chemistry calculation of the molecule C21H22FNO3S, from the Open Molecules 2025 dataset.

Each line ends with the Mulliken charge.
Cartesian coordinates (Å):
C1 -1.22335 -0.47647 3.90491  -1.546
C2 -0.25996 -0.30505 2.74171  0.094
O1 -0.89899 0.52617 1.78836  -0.404
C3 -0.29809 0.86876 0.62893  -0.129
C4 -1.10303 1.61059 -0.23908  -0.978
C5 -0.66148 2.02539 -1.48326  0.514
C6 -1.55021 2.83607 -2.33233  -0.379
S1 -2.25430 4.19248 -1.70315  -0.312
N1 -1.74383 2.48030 -3.60225  0.222
C7 -1.35610 1.22130 -4.20843  -0.537
C8 -2.42934 0.99810 -5.27085  -0.689
C9 -2.70226 2.42125 -5.75468  -0.597
C10 -2.62917 3.23794 -4.46773  -0.880
C11 0.64230 1.72654 -1.87668  -0.547
C12 1.45978 1.01869 -1.02418  -0.154
C13 1.00714 0.58060 0.21390  0.777
O2 1.91184 -0.11033 1.03601  -0.324
C14 2.42045 -1.26626 0.58730  0.745
O3 2.10275 -1.80214 -0.43792  -0.557
C15 3.41043 -1.82658 1.59325  -1.330
C16 2.62504 -2.43335 2.72594  0.316
C17 1.85074 -3.56611 2.49617  -0.228
C18 1.08885 -4.11811 3.50886  -0.614
C19 1.11264 -3.52205 4.75707  0.506
F1 0.36861 -4.05028 5.75106  -0.358
C20 1.87307 -2.39660 5.01411  -0.629
C21 2.62567 -1.85379 3.98765  -0.228
H1 -1.45229 0.49098 4.34272  0.359
H2 -0.77632 -1.11646 4.65969  0.351
H3 -2.14887 -0.92696 3.55763  0.346
H4 0.67355 0.15486 3.08587  0.341
H5 -0.02946 -1.28274 2.29858  0.253
H6 -2.10141 1.85288 0.08986  0.511
H7 -0.37189 1.31725 -4.68219  0.236
H8 -1.30671 0.42770 -3.46136  0.354
H9 -3.32560 0.57737 -4.81391  0.316
H10 -2.09490 0.33480 -6.06520  0.360
H11 -1.92139 2.73535 -6.44816  0.293
H12 -3.66579 2.52176 -6.24842  0.342
H13 -3.60759 3.33462 -3.98341  0.433
H14 -2.23552 4.24692 -4.61492  0.389
H15 1.02323 2.07334 -2.82374  0.524
H16 2.47532 0.78881 -1.30884  0.457
H17 4.01111 -2.58512 1.09037  0.392
H18 4.04771 -1.02246 1.95909  0.382
H19 1.84236 -4.01220 1.51285  0.415
H20 0.48323 -4.99484 3.34369  0.447
H21 1.87038 -1.95963 6.00012  0.396
H22 3.22163 -0.97330 4.17497  0.349

Forces on atoms 1 to 2 (eV/Å):
C 0.1741 0.1277 -0.4151
C 0.1538 -0.3291 0.5497

The structure (SMILES) is CCOc1cc(C(=S)N2CCCC2)ccc1OC(=O)Cc1ccc(F)cc1. For the gap between HOMO and LUMO, the calculation gives 8.48 eV. The value obtained for the HOMO energy is -7.847 eV. The LUMO energy is 0.6 eV.